Entry 1:
48
Properties=species:S:1:pos:R:3:forces:R:3:lowdin_spin:R:1 method="wB97M-V/def2-TZVPD" fmax_ev_per_a=0.457 e_lumo_ev="-5.10 / -4.81" e_above_lowest_kcal_mol=0.0 e_homo_ev="-11.28 / -11.29" gap_ev="6.181 / 6.480" spin_multiplicity=2 energy_ev=-45201.361 charge=+1
H -2.403 3.376 -3.562 0.0 0.0 0.0 0.00
C 1.191 -0.365 -0.875 0.2 0.0 -0.2 -0.01
C -3.901 -4.268 -0.319 0.0 0.0 0.0 0.00
C -1.255 1.600 -3.299 -0.1 -0.1 0.1 0.00
C 2.377 0.189 6.501 0.0 0.0 0.0 0.00
C 1.792 -0.098 0.164 -0.1 -0.1 0.0 -0.02
C 3.460 1.229 6.571 0.0 0.0 -0.2 0.00
C -5.329 -2.335 -0.152 0.0 0.0 0.0 0.00
H 1.750 0.307 5.621 0.0 0.0 0.0 0.00
C 3.748 0.852 3.751 0.0 -0.1 0.0 0.00
C -2.167 -1.346 -1.882 0.0 0.1 0.0 0.01
H 4.073 -1.161 1.043 0.0 0.0 0.0 0.00
S 4.663 1.309 5.187 0.0 0.1 0.1 0.00
H -4.545 -0.518 -0.984 0.0 0.0 0.0 0.00
C 2.452 0.211 1.371 0.0 0.1 0.1 0.00
H 1.832 3.145 -5.450 0.0 0.0 0.0 0.00
H 2.846 -0.795 6.444 0.0 0.0 0.0 0.00
H 1.771 0.260 7.401 0.0 0.0 0.0 0.00
H -5.841 -4.281 0.590 0.0 0.0 0.0 0.00
H 2.470 1.531 -5.843 0.0 0.0 0.0 0.00
O 3.677 1.934 7.506 0.0 0.0 0.1 0.00
C -4.375 -1.569 -0.794 0.0 0.0 0.0 0.00
O -1.021 -1.968 -2.265 0.2 0.2 -0.1 0.05
C 2.138 2.187 -5.039 0.0 -0.1 0.0 0.00
H -3.274 1.873 -3.908 0.0 0.0 0.0 0.00
C 1.029 1.542 -4.286 -0.1 0.2 0.0 0.01
C 3.657 -0.419 1.711 0.0 0.0 -0.1 0.00
H 5.217 -0.598 3.165 0.0 0.0 0.0 0.00
C -2.548 2.347 -3.244 0.0 0.0 0.0 0.00
C 2.556 1.498 3.408 0.0 0.0 0.0 0.00
N -1.176 0.428 -2.710 0.2 0.0 -0.2 0.00
N -2.319 -0.091 -2.120 -0.1 -0.1 0.0 0.01
O 1.300 0.289 -3.899 -0.2 -0.3 0.0 0.07
H -3.720 -5.318 -0.133 0.0 0.0 0.0 0.00
Re 0.428 -0.759 -2.587 -0.2 0.1 0.4 0.90
H 2.158 2.270 4.053 0.0 0.0 0.0 0.00
C 4.294 -0.103 2.892 0.0 0.0 0.0 0.00
H -2.013 -3.958 -1.290 0.0 0.0 0.0 0.00
H -6.259 -1.884 0.164 0.0 0.0 0.0 0.00
C 1.907 1.174 2.237 0.0 0.0 0.0 0.00
C -2.941 -3.508 -0.966 0.0 0.0 0.0 0.00
C -5.092 -3.684 0.087 0.0 0.0 0.0 0.00
H -0.287 3.152 -4.402 0.0 0.0 0.0 0.00
H 2.987 2.342 -4.370 0.0 0.0 0.0 0.00
C -3.177 -2.156 -1.203 0.0 -0.1 0.0 0.00
H -2.966 2.314 -2.240 0.0 0.0 0.0 0.00
C -0.151 2.156 -4.010 0.1 0.0 0.0 0.00
H 0.985 1.669 1.964 0.0 0.0 0.0 0.00

=====

Entry 2:
70
Properties=species:S:1:pos:R:3:forces:R:3:nbo_charge:R:1 method="wB97M-V/def2-TZVPD" fmax_ev_per_a=1.991 e_lumo_ev=1.45 e_homo_ev=-5.70 gap_ev=7.146 energy_ev=-383990.910 charge=-1
Cl 3.770 -2.883 -2.516 0.0 0.0 0.0 0.03
C -2.753 -0.916 4.348 0.1 -0.1 0.0 -0.28
C 5.249 -3.408 -3.311 0.0 -0.1 0.1 -0.29
Cl -5.235 -5.529 2.285 0.0 -0.1 0.0 0.02
Cl 8.026 -6.773 -0.191 0.0 0.0 0.0 0.02
Cl 6.665 -2.697 -2.541 0.1 0.1 -0.1 0.02
Cl 2.288 2.701 5.252 0.1 0.0 0.0 -0.01
C 0.725 -0.670 -5.915 0.0 0.0 0.0 -0.29
H 2.626 0.982 -2.549 0.0 0.1 -0.1 0.24
H 5.318 -4.483 -3.201 0.0 0.0 0.0 0.23
P -0.216 -0.081 0.140 -0.2 0.2 0.0 1.76
F 0.352 3.095 -2.900 0.0 0.9 -1.1 -0.57
O 0.493 -0.033 1.438 0.0 -0.2 0.0 -1.11
C -3.932 4.208 3.040 -0.1 0.0 0.0 -0.29
Cl 1.979 -0.907 -4.702 0.0 -0.1 0.0 0.02
Nb 0.225 1.853 -1.552 1.6 1.2 -0.1 1.47
H 2.764 -0.288 -0.267 -0.1 0.1 0.1 0.19
O 3.279 1.396 0.701 0.2 0.1 0.0 -0.70
Cl -0.861 -1.127 -5.301 0.0 0.0 0.0 0.03
Cl -3.876 -1.500 -1.740 -0.1 0.0 -0.2 0.03
Cl -2.566 0.501 3.366 -0.1 0.1 0.0 0.08
Cl -1.614 5.533 -2.148 0.0 0.1 -0.4 0.05
H -1.608 1.749 -1.684 0.4 -0.8 0.1 -0.27
H 0.938 4.853 -0.075 -0.1 0.1 -0.2 -0.09
C 2.419 1.416 -1.562 -0.4 -1.2 0.1 -0.92
H 5.222 -0.143 -0.223 0.0 0.0 0.1 0.21
H -5.488 -6.118 4.530 0.0 0.0 0.0 0.22
Cl -4.066 -0.726 5.538 0.0 0.0 0.0 -0.03
C -4.137 -2.781 -0.561 0.1 0.0 0.1 -0.29
H 5.807 -7.396 0.178 0.0 0.0 0.0 0.23
C 4.654 0.373 -0.998 0.1 0.1 0.1 -0.63
C 6.292 -6.704 -0.498 0.0 0.0 0.0 -0.29
Cl -5.085 3.223 2.127 0.0 0.0 0.0 0.00
H 3.935 2.099 0.596 -0.2 -0.1 0.0 0.45
Cl -4.355 -4.341 -1.369 0.0 0.0 0.0 0.00
Cl -3.038 -2.363 3.368 0.1 0.0 0.0 -0.01
H 0.625 -1.417 -1.348 -0.2 0.0 0.1 0.49
Cl -4.358 5.037 -2.949 0.0 0.0 0.0 0.02
H -0.008 0.490 -2.716 -0.5 0.0 0.5 -0.28
Cl -0.567 2.697 5.694 -0.1 0.0 0.0 -0.02
O 0.298 3.402 1.761 0.2 0.1 0.1 -1.17
C 0.732 3.274 4.635 0.1 -0.2 0.0 -0.29
H -2.297 -0.310 -0.415 0.1 0.2 0.0 0.50
Cl 5.929 -7.228 -2.149 0.0 0.0 0.0 0.00
Cl 0.725 0.992 -6.506 0.0 0.0 0.0 0.02
Cl -7.684 -6.109 3.736 0.0 0.0 0.0 0.00
Cl 5.652 -5.099 -0.202 0.0 0.0 0.1 0.04
H -3.571 5.965 -0.958 0.0 0.0 0.0 0.23
H 4.656 -0.252 -1.887 0.0 0.0 -0.1 0.21
H 0.587 2.891 3.624 0.0 0.0 0.1 0.31
C 3.239 0.663 -0.519 0.1 0.1 0.0 0.09
Cl -6.019 -3.853 4.519 -0.1 0.1 0.0 0.04
H -3.245 -2.843 0.053 0.0 0.0 0.0 0.25
Cl -5.507 -2.430 0.482 0.0 0.1 0.0 0.03
H -4.103 4.020 4.092 0.0 0.0 0.0 0.22
Cl -2.284 3.808 2.637 0.0 0.0 0.0 0.08
C -3.279 6.056 -1.997 -0.1 0.0 0.1 -0.29
Cl -3.463 7.758 -2.453 0.0 0.0 0.0 0.00
C -6.036 -5.476 3.854 0.1 -0.1 0.0 -0.29
O -0.029 -1.516 -0.642 0.2 -0.3 -0.1 -1.02
H 2.793 2.455 -1.591 -0.2 0.1 -0.1 0.21
Cl 5.217 -3.039 -5.036 0.0 0.0 0.0 0.01
H 5.166 1.312 -1.236 0.0 0.0 0.0 0.19
Cl 0.717 5.031 4.541 0.0 0.1 0.1 0.00
H -1.839 -1.079 4.905 0.0 0.0 0.0 0.23
Cl -4.258 5.937 2.754 0.0 0.0 0.0 -0.03
P 0.065 3.803 0.325 -0.7 -0.9 0.7 0.88
H -1.182 4.449 0.224 0.1 0.4 -0.1 -0.09
H 0.950 -1.321 -6.749 0.0 0.0 0.0 0.22
O -1.815 -0.181 0.414 -0.2 -0.3 0.2 -1.02